Formula: C3H28O11
Source: OMol25
Level of theory: ωB97M-V with the def2-TZVPD basis set

Computed properties:
* SMILES string: CC(C)O.O.O.O.O.O.O.O.O.O.O
* lowest unoccupied orbital energy: 0.0018 hartree
* ΔE to the lowest compared entry with this formula, charge and spin: 75.6 kcal per mole
* E_HOMO: -10.1 eV
* charge: 0

Geometry as XYZ:
```
42
Properties=species:S:1:pos:R:3:forces:R:3:mulliken_charge:R:1
H 1.030 -2.166 1.382 0.539 -0.192 0.221 0.436
O 0.140 -1.643 -4.162 -0.335 0.235 0.423 -0.667
C -2.945 0.550 1.318 -0.995 -0.512 0.342 -1.540
H -0.128 1.401 2.185 -0.760 0.465 -0.249 0.426
H 0.393 -1.269 -0.313 0.086 0.369 -0.128 0.312
C -1.953 -0.325 0.603 2.958 -0.029 0.043 1.346
H -0.280 2.832 1.930 -0.091 0.073 -0.010 0.324
O 1.313 -1.568 -0.231 -0.310 -0.013 -0.664 -0.683
O -0.300 2.765 -1.713 -1.207 -0.169 1.672 -0.776
H -0.420 0.846 0.038 -0.447 0.126 0.486 0.260
O 2.760 1.534 -0.069 0.081 0.507 0.864 -0.631
H -0.070 -4.050 -2.435 0.265 -0.078 0.406 0.295
H 1.097 2.409 -2.497 0.120 -0.024 -0.469 0.470
H -3.114 0.145 2.300 -1.193 -1.643 0.169 0.362
C -2.534 -1.465 -0.253 -1.486 -0.322 -0.250 -1.170
O -0.806 2.031 1.797 1.514 0.136 0.376 -0.636
H -3.266 -1.235 -1.107 0.839 0.563 1.505 0.325
H 2.361 2.380 -3.510 -0.279 0.197 -0.067 0.276
H 0.937 -3.415 -3.350 0.373 0.222 0.208 0.364
H 2.850 0.580 -0.044 -0.172 -0.088 -0.514 0.268
H 2.199 2.317 1.435 0.237 -0.376 0.392 0.437
H -0.007 2.829 -0.785 0.645 0.482 -0.343 0.315
H -1.115 -0.732 1.301 -1.846 0.113 -0.526 -0.213
H 0.028 0.233 3.919 0.229 0.045 -0.056 0.296
O 0.744 0.345 3.276 -0.227 -1.646 0.134 -0.651
H 0.931 -0.593 2.970 -0.086 0.835 0.332 0.346
O 0.771 -3.570 -2.408 -0.368 -0.458 -0.229 -0.652
H -2.786 1.501 1.824 1.012 0.519 -1.731 0.341
H -1.140 2.323 -1.460 0.217 -0.109 -1.027 0.348
H -0.498 -2.233 -3.747 -0.243 -0.036 -0.415 0.334
H -3.035 -2.224 0.354 0.016 0.116 0.093 0.383
H 2.662 1.883 -0.965 0.038 -0.526 -0.534 0.335
O -1.162 0.378 -0.367 0.338 0.261 -1.228 -0.468
H 2.029 -2.655 2.469 -0.044 0.037 -0.119 0.290
O 1.156 -2.269 2.349 -0.322 0.078 0.185 -0.708
H 1.452 -2.034 -1.077 -0.022 -0.152 0.421 0.265
O 2.031 2.152 -2.641 0.460 -0.337 0.297 -0.698
H -3.772 0.558 0.611 -0.775 0.278 0.745 0.347
H -1.754 -1.971 -0.796 0.703 -0.221 0.070 0.124
H 2.154 1.941 2.985 0.090 -0.233 -0.266 0.244
O 1.800 2.512 2.303 0.092 1.202 -0.196 -0.693
H 0.247 -1.030 -3.419 0.357 0.304 -0.360 0.318
```
Positions in Å, forces in eV/Å.


Formula: C2H3N4
Source: OMol25
Level of theory: ωB97M-V with the def2-TZVPD basis set

Computed properties:
* lowest unoccupied orbital energy (spin up / spin down): -0.2227 / -0.2224 hartree
* ΔE to the lowest compared entry with this formula, charge and spin: 91.7 kcal per mole
* E_HOMO (spin up / spin down): -13.5 / -13.5 eV
* charge: +1

Geometry as XYZ:
```
9
Properties=species:S:1:pos:R:3:forces:R:3:mulliken_charge:R:1
N 0.438 -1.461 0.148 -0.208 0.591 2.041 0.832
H 0.166 -0.783 -1.710 -0.349 0.282 0.766 0.293
N 0.177 -1.280 1.213 0.286 -1.042 0.600 -0.166
N -0.749 1.325 0.996 -1.341 -1.415 1.610 0.083
H 1.278 -2.027 -1.516 0.529 -0.764 0.292 0.292
H -0.628 3.082 0.076 0.207 -0.333 0.305 0.258
C -1.235 0.411 1.603 -0.703 0.443 0.196 0.002
C -0.129 2.104 0.245 1.221 1.978 -2.068 -0.188
N 0.680 -1.371 -1.055 0.359 0.259 -3.742 -0.407
```
Positions in Å, forces in eV/Å.


Formula: C6H12As2F13O6Tl
Source: OMol25
Level of theory: ωB97M-V with the def2-TZVPD basis set

Computed properties:
* lowest unoccupied orbital energy: -0.3113 hartree
* ΔE to the lowest compared entry with this formula, charge and spin: 0.0 kcal per mole
* E_HOMO: -12.2 eV
* charge: 0

Geometry as XYZ:
```
40
Properties=species:S:1:pos:R:3:forces:R:3:mulliken_charge:R:1
F -5.637 -26.513 -28.301 -0.369 0.244 -0.503 -0.445
H -1.933 -28.051 -19.832 -0.004 0.734 -0.898 0.324
O -1.564 -27.588 -22.548 -1.998 -1.012 1.898 -0.333
C -0.911 -26.865 -23.541 -0.063 0.643 -0.947 -0.539
As -6.618 -25.012 -28.530 -1.222 1.250 -0.510 1.996
C -7.832 -31.930 -28.834 0.559 -0.705 0.033 -0.631
F -7.240 -31.566 -22.533 0.858 0.678 -2.356 -0.483
F -7.753 -23.565 -28.502 2.089 -2.140 0.258 -0.479
H -2.955 -29.323 -19.606 -0.995 -0.058 -0.687 0.293
C -8.093 -29.606 -28.135 -2.218 0.197 -0.488 0.727
F -5.342 -30.059 -23.143 -0.889 -0.983 -1.588 -0.549
H -6.906 -32.495 -28.943 0.054 0.211 -0.239 0.264
F -5.722 -30.510 -25.590 0.161 0.649 -0.417 -0.453
O -9.425 -29.731 -28.594 3.604 -0.635 0.745 -0.283
O -3.290 -28.427 -21.474 -0.826 -0.510 1.170 -0.240
F -6.762 -25.113 -30.328 0.464 -0.188 2.524 -0.473
H -1.106 -25.800 -23.420 0.158 0.053 0.010 0.289
H -1.293 -27.164 -24.517 0.363 0.008 -0.140 0.271
O -7.379 -30.587 -28.601 0.855 0.519 0.758 -0.257
F -8.119 -26.061 -28.358 2.025 1.250 0.025 -0.482
F -2.976 -26.395 -26.491 -1.695 -1.037 0.765 -0.292
F -7.844 -31.997 -25.012 2.073 1.485 0.837 -0.516
Tl -5.463 -27.711 -25.622 0.842 0.386 -1.219 1.589
H -8.264 -32.361 -27.931 -0.578 0.390 -0.157 0.316
C -2.417 -28.832 -20.417 0.886 -0.645 1.675 -0.707
O -3.647 -27.278 -23.334 -1.215 0.573 -1.520 -0.488
H -8.403 -32.036 -29.756 -0.269 0.258 0.368 0.299
H 0.138 -27.100 -23.365 -0.081 0.179 -0.421 0.219
As -6.516 -31.079 -24.132 -1.415 -1.862 3.132 2.016
F -7.516 -29.614 -24.227 0.532 -0.170 -0.218 -0.453
H -10.797 -28.594 -29.586 -0.097 -0.462 0.083 0.251
H -11.126 -28.942 -27.825 -0.152 -0.063 -0.267 0.275
C -10.379 -28.713 -28.586 -0.523 1.711 0.645 -0.543
O -7.648 -28.683 -27.435 -0.714 -0.898 -0.707 -0.355
F -6.332 -24.972 -26.688 -0.761 -0.190 -0.874 -0.521
F -5.476 -32.504 -24.165 -0.835 1.474 0.039 -0.466
H -9.960 -27.736 -28.347 0.283 -0.069 0.143 0.209
F -5.119 -24.021 -28.661 -2.042 -1.273 0.069 -0.476
H -1.648 -29.569 -20.651 -0.104 0.246 -0.924 0.310
C -2.921 -27.733 -22.487 3.259 -0.239 -0.098 0.815
```
Positions in Å, forces in eV/Å.


| no. | molar mass (g/mol) |
| --- | --- |
| 1 | 240.2 |
| 2 | 83.1 |
| 3 | 781.4 |